1.
ORCA calculation (ωB97M-V with the def2-TZVPD basis set) on a structure of composition C25H18BCl3F9IN4O3STeTi.

The geometry in ORCA input format:
```
! RIJCOSX wB97M-V def2-TZVPD def2/J DEFGRID3
* xyz -1 2
Ti -0.85918 0.09745 -0.93540
C 0.89030 -3.60761 -1.69339
C 1.98155 -2.90855 -0.94870
N 3.14310 -3.52854 -0.79442
C 4.11098 -2.91999 -0.10514
C 3.96247 -1.69287 0.50572
C 5.08888 -1.08990 1.29032
O 4.70531 -1.00388 2.66173
C 2.72769 -1.04199 0.39054
C 2.48541 0.21589 1.12200
N 1.44396 0.37190 1.82299
C 1.29439 1.59650 2.49935
C 1.37370 2.80895 1.81839
C 1.17560 4.00368 2.48869
C 0.90430 4.00658 3.84849
C 0.82218 2.80607 4.54046
C 1.00589 1.61238 3.86257
I 0.90422 -0.18775 4.92370
C 1.74334 -1.62431 -0.40232
O 0.60505 -1.00723 -0.68216
H 1.23795 -4.59075 -2.00154
H 0.57236 -3.03868 -2.56600
H -0.00188 -3.71235 -1.07321
H 5.05179 -3.45605 -0.01942
H 5.32561 -0.09217 0.90114
H 5.98045 -1.71475 1.17300
H 5.33966 -0.45055 3.12692
H 3.25731 0.99078 1.06668
H 1.52972 2.80068 0.74743
H 1.19708 4.92856 1.92854
H 0.73435 4.93833 4.37242
H 0.60814 2.79534 5.60078
S -4.05753 -1.32311 2.17296
C -2.50378 -1.82118 2.75373
C -1.47526 -1.55415 1.88867
C -1.89347 -0.91416 0.71366
C -3.30743 -0.73101 0.74675
C -3.95593 -0.11769 -0.36943
C -5.33043 0.04627 -0.49106
C -5.83042 0.60131 -1.65557
C -4.94755 0.95683 -2.65446
C -3.58008 0.76780 -2.45604
N -3.09620 0.26313 -1.34020
H -2.43107 -2.27520 3.73185
H -0.44127 -1.76850 2.11795
H -5.98558 -0.26698 0.31043
H -6.89512 0.74371 -1.78140
H -5.29446 1.38013 -3.58605
H -2.84732 1.02553 -3.20887
F -0.74996 0.88064 -2.59976
Te -1.66507 3.41310 -0.73283
F -2.19785 5.27034 -0.89846
F 0.19506 4.00188 -0.75252
F -3.49738 2.90057 -0.16321
F -1.53724 3.83670 1.08146
O -0.91756 1.54704 -0.01845
F -2.13620 -3.79738 -3.00405
B -2.55007 -2.68893 -2.28701
F -1.55675 -1.64185 -2.44473
F -2.65122 -2.98013 -0.91343
F -3.77241 -2.19712 -2.75866
Cl 3.90427 -1.49989 -3.30073
C 2.78376 -0.21462 -3.79405
Cl 3.47580 0.69863 -5.15611
Cl 1.23137 -0.89914 -4.23877
C 2.62765 0.69656 -2.65787
N 2.54502 1.35570 -1.72393
*
```

Properties
- orbital gap (spin up / spin down) (eV) = 7.457 / 5.033
- largest force on an atom (Eh/bohr) = 0.0085
- calculated total energy (eV) = -150378.2588
- expectation value of S² = 0.78

---

2.
ORCA calculation (ωB97M-V with the def2-TZVPD basis set) on a structure of composition C23H41Cl2IrN7O4P2.

The geometry in ORCA input format:
```
! RIJCOSX wB97M-V def2-TZVPD def2/J DEFGRID3
* xyz 3 1
Ir -0.47066 -0.08849 -0.49644
C 1.41825 0.60017 4.87486
N 0.34952 0.24790 3.92715
C -0.94320 -0.02188 4.58389
P 0.61039 -0.50042 2.51346
O -0.50557 -0.14956 1.54789
O 2.01416 0.14656 2.04987
P 2.41464 0.88245 0.68403
O 1.53887 0.26907 -0.43163
N 3.98882 0.58078 0.53901
C 4.49955 -0.77386 0.82385
C 4.76805 1.31215 -0.47445
N 2.18147 2.46833 0.79892
C 2.99183 3.21186 1.79463
C 0.89707 3.12810 0.52998
N 0.87519 -2.10201 2.51070
C 1.97980 -2.60006 3.35348
C -0.19661 -3.08348 2.32918
H 1.10805 1.49418 5.41371
H 2.34575 0.81804 4.35182
H 1.58999 -0.20207 5.59522
H -1.21897 0.85978 5.15986
H -0.87730 -0.87959 5.25660
H -1.72109 -0.19194 3.84141
H 4.10246 -1.14214 1.76473
H 5.58096 -0.70782 0.91976
H 4.26125 -1.47197 0.01827
H 4.41480 2.33694 -0.56299
H 4.71605 0.81559 -1.44616
H 5.80697 1.33831 -0.15172
H 3.95362 2.73143 1.95006
H 2.45236 3.27237 2.74153
H 3.15966 4.21847 1.41614
H 0.32563 2.59239 -0.22159
H 1.09928 4.13601 0.17072
H 0.29688 3.18818 1.44028
H 2.72443 -1.82341 3.52068
H 2.46428 -3.43612 2.85064
H 1.60487 -2.93501 4.32223
H -1.05406 -2.62416 1.84283
H -0.52058 -3.48077 3.29322
H 0.17326 -3.91023 1.72177
Cl -4.23597 3.05016 0.28488
C -4.29125 1.34244 0.15019
C -5.50748 0.64516 0.34007
C -5.58295 -0.71579 0.21982
Cl -7.08304 -1.52645 0.43880
C -4.42465 -1.47307 -0.09436
C -4.33558 -2.86974 -0.25445
C -3.11862 -3.44392 -0.55151
C -1.97689 -2.64778 -0.67321
N -2.03447 -1.33218 -0.52997
C -3.23533 -0.74242 -0.25389
C -3.15102 0.64832 -0.15098
O -1.94182 1.18332 -0.40122
H -6.40030 1.20720 0.57911
H -5.21998 -3.48347 -0.14367
H -3.02439 -4.51307 -0.67583
H -1.00121 -3.07784 -0.86824
C 0.50532 -0.55126 -4.80308
C 0.42635 -0.79580 -3.28309
N -0.46825 0.19788 -2.62314
C -1.82908 0.09459 -3.22878
C -1.78225 0.35485 -4.74636
N -0.35732 0.63226 -5.12969
C 0.13472 1.85060 -4.40709
C 0.05347 1.57109 -2.89452
H 0.13002 -1.39246 -5.38219
H 1.51470 -0.32002 -5.13705
H 1.40808 -0.71101 -2.82033
H 0.02898 -1.78726 -3.07461
H -2.46452 0.81982 -2.72785
H -2.21063 -0.90229 -3.02901
H -2.36986 1.22285 -5.03800
H -2.11171 -0.50334 -5.32837
H -0.31230 0.80500 -6.13568
H -0.49603 2.68300 -4.71219
H 1.15198 2.03969 -4.74373
H -0.62240 2.27038 -2.40488
H 1.03554 1.64652 -2.43340
*
```

Properties
- orbital gap (eV) = 6.822
- largest force on an atom (Eh/bohr) = 0.0108
- calculated total energy (eV) = -89579.5872

---

3.
ORCA calculation (ωB97M-V with the def2-TZVPD basis set) on a structure of composition C40H36BF6N9O7STl.

The geometry in ORCA input format:
```
! RIJCOSX wB97M-V def2-TZVPD def2/J DEFGRID3
* xyz -1 1
Tl -0.06546 1.42472 -0.98053
C -2.10107 4.72601 -0.92399
C -1.93155 4.09059 0.41098
C -2.45846 4.47708 1.65466
C -1.97393 3.55612 2.56328
C -2.21112 3.47802 4.03523
N -1.20548 2.68214 1.88559
N -1.18702 3.00710 0.57415
B -0.34453 1.52182 2.41623
N 1.11281 1.81253 1.98823
N 1.44753 2.11408 0.71405
C 2.70465 2.53773 0.70335
C 3.40457 3.01820 -0.52297
C 3.20449 2.50299 2.01415
C 2.16432 2.04087 2.79818
C 2.13914 1.86833 4.28130
N -0.91050 0.20446 1.83850
N -1.41273 0.15264 0.57977
C -2.09151 -0.98784 0.45634
C -2.88004 -1.37036 -0.74712
C -2.00386 -1.69555 1.66739
C -1.24958 -0.90747 2.51431
C -0.87336 -1.17267 3.93456
H -2.33748 5.78415 -0.81924
H -2.91688 4.24757 -1.46840
H -1.18735 4.60868 -1.50486
H -3.10366 5.31462 1.86199
H -2.90260 4.26374 4.33293
H -1.27948 3.60574 4.58917
H -2.63700 2.51245 4.31116
H -0.40467 1.47092 3.60586
H 2.68123 3.38160 -1.24969
H 3.99039 2.21885 -0.98081
H 4.08678 3.82624 -0.25971
H 4.19074 2.78328 2.34495
H 3.14582 1.99938 4.67370
H 1.77617 0.88104 4.56876
H 1.48953 2.61312 4.74462
H -2.76532 -0.63634 -1.53646
H -3.93613 -1.44279 -0.48056
H -2.55302 -2.33625 -1.13690
H -2.44349 -2.65368 1.89486
H -1.05797 -2.22063 4.16708
H -1.46865 -0.56127 4.61619
H 0.17915 -0.95228 4.11205
C -1.62091 -6.15072 0.19475
C -0.13820 -6.13133 0.56563
C 0.03912 -6.73025 1.95567
C 1.47847 -6.59675 2.42928
C 1.85346 -5.14170 2.44137
C 2.73231 -4.63252 3.37085
C 3.07884 -3.28596 3.33245
F 3.92067 -2.81358 4.27822
C 2.60617 -2.45041 2.36154
C 1.72038 -2.95416 1.40199
C 1.30272 -2.06338 0.30408
O 1.75237 -0.91635 0.24881
C 0.47714 -2.67810 -0.69289
C 0.09623 -3.96793 -0.53793
N 0.40509 -4.76156 0.52092
C 1.30571 -4.29180 1.46005
C 0.05449 -2.00076 -2.01398
O -0.07692 -2.79084 -2.95356
O -0.18915 -0.75784 -2.04075
H -2.03469 -7.13172 0.42939
H -1.79616 -5.96751 -0.86298
H -2.15769 -5.39580 0.77131
H 0.42184 -6.73847 -0.15555
H -0.26428 -7.77690 1.92037
H -0.62383 -6.21205 2.65493
H 2.13907 -7.14500 1.74965
H 1.60319 -7.02668 3.42373
H 3.17116 -5.27431 4.12451
H 2.90159 -1.40939 2.30368
H -0.49089 -4.41373 -1.32798
O 3.34368 2.09414 -5.98029
C 3.88851 1.12067 -5.28546
O 4.86584 0.51002 -5.66462
C 3.25533 0.79978 -3.97992
C 3.63601 -0.23252 -3.14610
N 2.85641 -0.16452 -2.05591
N 1.99848 0.84247 -2.13196
C 2.20312 1.44090 -3.28338
C 1.37450 2.66428 -3.55550
O 1.41696 3.15508 -4.69733
O 0.74205 3.10102 -2.55718
H 2.53360 2.50993 -5.51924
H 4.40976 -0.96927 -3.27543
H 2.81505 -0.75895 -1.24277
F -5.37980 5.15919 -5.91609
C -4.57703 4.34841 -5.21848
C -5.01029 3.10098 -4.81335
F -6.24609 2.68904 -5.12998
C -4.17687 2.28856 -4.07370
F -4.67404 1.10417 -3.70022
C -2.86599 2.63971 -3.69984
S -2.00185 1.37943 -2.83954
C -2.46434 3.90677 -4.14033
F -1.27114 4.40329 -3.87596
C -3.30110 4.73854 -4.87157
F -2.86152 5.94665 -5.24569
*
```

Properties
- orbital gap (eV) = 7.021
- largest force on an atom (Eh/bohr) = 0.0171
- calculated total energy (eV) = -102324.4608

---

4.
ORCA calculation (ωB97M-V with the def2-TZVPD basis set) on a structure of composition C40H33ClCoN7O3.

The geometry in ORCA input format:
```
! RIJCOSX wB97M-V def2-TZVPD def2/J DEFGRID3
* xyz 1 4
Co -0.18896 -0.24672 0.58891
O 3.72126 -1.26115 0.26961
C 2.50162 -1.15171 0.15217
N 1.76851 -0.04599 0.27845
C 2.44249 1.16052 0.67238
C 1.42783 2.19757 1.07627
C 1.79846 3.52427 1.28582
C 0.84625 4.43860 1.68297
C -0.46750 4.01390 1.85870
C -0.75846 2.68899 1.61907
N 0.16435 1.79735 1.24065
C 1.66462 -2.38028 -0.16085
C 2.28902 -3.57904 -0.47176
C 1.50709 -4.68718 -0.74213
C 0.12572 -4.56786 -0.68515
C -0.41512 -3.33794 -0.36297
N 0.33244 -2.26548 -0.10910
H 3.07293 1.57256 -0.12563
H 3.11731 0.98335 1.51907
H 2.82866 3.81798 1.13263
H 1.11625 5.47303 1.85123
H -1.24666 4.69726 2.16599
H -1.76849 2.30856 1.73231
H 3.36937 -3.60061 -0.48954
H 1.96530 -5.63470 -0.99381
H -0.52204 -5.40867 -0.89006
H -1.49005 -3.19812 -0.31893
C -2.95381 1.25822 -2.70444
O -3.67393 0.39042 -1.77641
C -2.75568 0.03127 -0.88047
N -1.61380 0.59795 -0.90343
C -1.73084 1.69623 -1.89156
C -0.52353 1.99586 -2.74142
C 0.73096 1.47238 -2.47253
C 1.81649 1.81877 -3.26826
C 1.65606 2.67991 -4.34153
C 0.40005 3.20335 -4.61727
C -0.68078 2.86749 -3.81768
C -3.11632 -0.92948 0.17205
C -4.29558 -1.65365 0.26529
C -4.46286 -2.46840 1.37696
C -3.47618 -2.53920 2.35174
C -2.33031 -1.78262 2.16283
N -2.17083 -1.00563 1.09840
C -1.14145 -1.73852 3.03038
N -0.10487 -1.10950 2.65229
C 0.93823 -1.30417 3.66892
C 0.19473 -2.09865 4.77059
O -1.12260 -2.37445 4.19817
C 1.53819 0.00844 4.10737
C 0.71477 1.06896 4.47347
C 1.26430 2.27847 4.86528
C 2.64478 2.43673 4.89365
C 3.46996 1.38232 4.53298
C 2.91669 0.17030 4.13980
H -3.62477 2.05681 -3.00191
H -2.66046 0.65202 -3.56215
H -1.97764 2.58906 -1.30317
H 0.88225 0.78654 -1.65048
H 2.79197 1.40120 -3.04830
H 2.50170 2.93870 -4.96474
H 0.26237 3.87910 -5.45107
H -1.65261 3.29820 -4.03494
H -5.05549 -1.57431 -0.49918
H -5.36848 -3.04998 1.48591
H -3.58880 -3.15994 3.22928
H 1.72783 -1.90916 3.21604
H 0.04260 -1.52409 5.68188
H 0.65479 -3.05521 5.00012
H -0.36402 0.95497 4.43851
H 0.61765 3.09968 5.14685
H 3.07543 3.38153 5.19923
H 4.54529 1.50176 4.55067
H 3.56200 -0.64590 3.83507
Cl 1.48550 -0.39819 -6.36311
C 0.24843 -0.97832 -5.30685
C -1.05830 -1.09958 -5.74231
C -1.99455 -1.59669 -4.84908
C -1.58124 -1.93794 -3.56995
N -0.32645 -1.80440 -3.14834
C 0.57321 -1.33785 -4.00417
H -1.32667 -0.82318 -6.75295
H -3.02781 -1.72506 -5.14397
H -2.29162 -2.34271 -2.85444
H 1.59388 -1.23837 -3.65387
*
```

Properties
- orbital gap (spin up / spin down) (eV) = 7.426 / 7.479
- largest force on an atom (Eh/bohr) = 0.0074
- calculated total energy (eV) = -108736.5868
- expectation value of S² = 3.76

---

5.
ORCA calculation (ωB97M-V with the def2-TZVPD basis set) on a cluster of 2 separate species, C29H26F3N3O4S in total at a distorted geometry.

The geometry in ORCA input format:
```
! RIJCOSX wB97M-V def2-TZVPD def2/J DEFGRID3
* xyz 0 1
F 3.77785 1.16239 3.93973
C 2.72564 0.34116 3.98717
F 2.68230 -0.48170 2.93694
F 2.67471 -0.34411 5.13200
S 1.20408 1.37362 3.91542
C 0.05668 -0.01300 3.96253
C -1.28888 0.20417 3.97469
C -2.20190 -0.89156 3.99126
C -3.54592 -0.67207 3.97243
C -4.05626 0.62152 3.94570
N -5.48962 0.82827 3.91386
O -5.92440 1.98485 3.91322
O -6.23050 -0.16264 3.88974
C -3.18807 1.71088 3.94616
C -1.83970 1.52182 3.96379
O 0.84307 2.16355 5.14342
O 0.88023 2.04820 2.61074
H 0.45870 -1.00606 3.97351
H -1.81911 -1.89836 4.01608
H -4.24522 -1.49389 3.97303
H -3.60783 2.70406 3.92971
H -1.16324 2.36384 3.97730
C -2.99889 1.39813 -1.36535
C -2.24060 0.17480 -1.70374
N -2.82803 -1.04278 -1.97216
C -4.26877 -1.30396 -1.99654
C -1.83397 -1.97378 -2.30838
C -0.59472 -1.31129 -2.25680
C 0.56654 -1.98491 -2.65550
C 0.48597 -3.30163 -3.02838
C -0.74199 -3.96949 -3.03440
C -1.90194 -3.31656 -2.69124
C -0.84315 0.04859 -1.83251
C 0.10036 1.09844 -1.69925
C 1.52727 0.99228 -1.73451
C 2.38512 1.86929 -2.42572
C 1.96422 3.02812 -3.24085
N 3.67793 1.40561 -2.32151
C 4.84162 1.99488 -2.97705
C 3.69932 0.25229 -1.52581
C 2.37964 -0.00092 -1.11371
C 2.11300 -1.04594 -0.22221
C 3.15272 -1.84168 0.19626
C 4.45831 -1.61707 -0.25517
C 4.74395 -0.57791 -1.10659
H -2.34136 2.25079 -1.20131
H -3.68614 1.65940 -2.17019
H -3.58570 1.25081 -0.45883
H -4.47317 -2.33622 -2.27074
H -4.70308 -1.11576 -1.01678
H -4.75944 -0.65616 -2.72074
H 1.50551 -1.46502 -2.67659
H 1.37918 -3.82564 -3.32721
H -0.77713 -5.00760 -3.31904
H -2.85103 -3.82086 -2.71890
H -0.29897 2.09730 -1.67376
H 0.88886 3.19387 -3.17460
H 2.46071 3.94005 -2.91011
H 2.20767 2.87014 -4.29138
H 5.74462 1.44153 -2.72899
H 4.70603 1.97359 -4.05671
H 4.96806 3.02858 -2.66031
H 1.10707 -1.20857 0.12274
H 2.96197 -2.64591 0.88769
H 5.25291 -2.26453 0.07953
H 5.74694 -0.39920 -1.45107
*
```

Properties
- orbital gap (eV) = 2.857
- largest force on an atom (Eh/bohr) = 0.1543
- calculated total energy (eV) = -62136.7163